[1]
Here is a molecular structure, AlBH38O17 from the OMol25 dataset. Energies are from wB97M-V/def2-TZVPD.

Geometry (Å):
1 Al -26.188205 25.438980 -7.684579
2 B -25.932998 26.214977 -10.774131
3 H -25.319526 26.739496 -10.058048
4 H -25.696902 25.162563 -10.743618
5 H -26.974034 26.356798 -10.528435
6 H -25.704588 26.558303 -11.771222
7 O -26.822292 22.424106 -6.801958
8 H -27.118473 21.927984 -6.038829
9 H -26.618240 21.757069 -7.457446
10 O -25.098188 23.142780 -9.735881
11 H -25.072644 23.325913 -10.675049
12 H -25.481527 22.268006 -9.672286
13 O -30.514965 24.208766 -9.817824
14 H -31.168942 24.342064 -9.131698
15 H -30.742881 24.846945 -10.493854
16 O -28.217825 27.384628 -12.439993
17 H -27.741480 26.835683 -11.817110
18 H -28.395161 28.193663 -11.960153
19 O -27.394624 27.497120 -5.915843
20 H -28.038349 27.804167 -5.277423
21 H -26.860466 28.267888 -6.107771
22 O -27.821535 23.860765 -9.565418
23 H -27.488800 23.399335 -10.335221
24 H -28.773669 23.824449 -9.656781
25 O -24.775029 28.125136 -7.683684
26 H -25.259108 28.935518 -7.524983
27 H -23.858940 28.398375 -7.732098
28 O -24.153779 23.464825 -6.610303
29 H -24.468895 22.568667 -6.727931
30 H -23.411490 23.381583 -6.011720
31 O -26.892986 24.629944 -4.359357
32 H -27.149952 25.204930 -3.638531
33 H -26.509748 23.864580 -3.930908
34 O -28.322448 27.500861 -8.448125
35 H -28.980052 27.743780 -7.796381
36 H -28.524177 28.047194 -9.207768
37 O -23.997528 26.203062 -5.688056
38 H -23.632427 27.087790 -5.673777
39 H -23.560505 25.751427 -4.966068
40 O -26.766978 24.595584 -13.243924
41 H -26.469025 25.194932 -12.559643
42 H -27.111297 23.839925 -12.767832
43 O -24.544521 28.709285 -10.765027
44 H -24.967445 27.865448 -10.605931
45 H -23.867570 28.519745 -11.414671
46 O -23.301919 25.399368 -8.704383
47 H -22.987789 26.057688 -9.324188
48 H -22.510715 24.944204 -8.416194
49 O -25.908150 29.893089 -6.124223
50 H -25.289995 29.884533 -5.393437
51 H -26.599188 30.494611 -5.846984
52 O -28.944581 24.662965 -6.974410
53 H -28.966794 24.317930 -6.081830
54 H -29.861856 24.681815 -7.247306
55 O -23.661328 25.192047 -12.292598
56 H -24.119471 24.680463 -12.959388
57 H -24.353474 25.494806 -11.704809

Cartesian forces (eV/Å) of the 6 atoms listed first:
0.213 0.241 -1.228
-2.183 -1.476 3.063
2.489 2.194 2.999
0.559 -3.935 -0.360
-3.474 0.435 0.935
1.649 1.951 -3.985

Summary:
Net charge: +2
Maximum force in hartree/bohr: 0.0921
ΔE to the lowest compared entry with this formula, charge and spin in kJ/mol: 178.3
HOMO in eV: -15.72
M in g mol⁻¹: 348.08
Electronic energy in Ha: -1568.24358

Here are the Mulliken charges for atoms 1 to 6, given in e:
1. Al 1.47
2. B 1.73
3. H -0.33
4. H -0.83
5. H -0.34
6. H 0.50

---

[2]
Here is C23H25N3O4S in the gas phase from the OMol25 dataset. Energies are from wB97M-V/def2-TZVPD.

Geometry (Å):
1 O -0.562172 -1.387047 -2.649561
2 C -0.665108 -1.589162 -1.454174
3 N -1.796908 -2.035431 -0.874199
4 C -2.017812 -2.178529 0.543497
5 H -1.079453 -2.068779 1.087408
6 C -3.034262 -1.131576 1.009216
7 N -4.264229 -1.305600 0.262284
8 C -4.027635 -1.112911 -1.156695
9 C -3.017172 -2.152506 -1.642355
10 H -2.771920 -1.994235 -2.693328
11 H -3.427522 -3.157252 -1.502582
12 H -4.970469 -1.249666 -1.689497
13 H -3.639148 -0.104153 -1.380160
14 C -5.385704 -0.532312 0.782990
15 C -5.205412 0.964136 0.696842
16 C -5.616703 1.662481 -0.432359
17 C -5.394962 3.024005 -0.540946
18 C -4.755772 3.707005 0.479561
19 C -4.348309 3.022983 1.612058
20 C -4.572450 1.661612 1.719117
21 H -4.260958 1.136333 2.611137
22 H -3.855932 3.550956 2.415656
23 H -4.581098 4.769340 0.395189
24 H -5.722693 3.552908 -1.423920
25 H -6.122774 1.136936 -1.229891
26 H -5.525008 -0.832751 1.825297
27 H -6.271178 -0.834411 0.216916
28 H -3.244081 -1.279519 2.070456
29 H -2.600019 -0.125117 0.872560
30 H -2.428524 -3.177080 0.729389
31 C 0.506328 -1.379292 -0.532465
32 C 0.695728 -0.142566 0.078058
33 C 1.811119 0.074511 0.868041
34 C 2.726456 -0.945882 1.034255
35 C 2.561078 -2.173597 0.425494
36 C 1.444993 -2.391480 -0.365353
37 H 1.297804 -3.342280 -0.854814
38 H 3.304579 -2.938238 0.586758
39 S 4.169093 -0.638510 2.038055
40 O 3.797741 0.095553 3.210666
41 O 4.904829 -1.862874 2.194339
42 N 4.999970 0.430732 1.045650
43 H 5.587437 1.033044 1.605670
44 C 5.733947 -0.219590 -0.030530
45 C 6.527734 0.778304 -0.800141
46 C 6.338558 1.340879 -2.027679
47 C 7.411568 2.246135 -2.218970
48 C 8.166959 2.169779 -1.091768
49 O 7.641476 1.285909 -0.227418
50 H 9.066857 2.670094 -0.794090
51 H 7.589318 2.863227 -3.075227
52 H 5.540141 1.133055 -2.709418
53 H 4.994683 -0.684707 -0.686699
54 H 6.391729 -1.002358 0.373369
55 H 1.984229 1.015288 1.364639
56 H -0.028979 0.644227 -0.070301

Cartesian forces (eV/Å) of the 6 atoms listed first:
0.149 0.121 -0.199
0.191 -0.082 0.069
-0.232 -0.117 0.040
-0.067 0.204 0.479
-0.117 -0.057 -0.031
0.175 -0.294 0.005

Summary:
Net charge: 0
Maximum force in hartree/bohr: 0.0205
ΔE to the lowest compared entry with this formula, charge and spin in kJ/mol: 237.7
HOMO in eV: -8.88
M in g mol⁻¹: 439.54
SMILES: O=C(c1ccc(S(=O)(=O)NCc2ccco2)cc1)N1CCN(Cc2ccccc2)CC1
Electronic energy in Ha: -1754.84065

Here are the Mulliken charges for atoms 1 to 6, given in e:
1. O -0.67
2. C 0.17
3. N 0.13
4. C -1.09
5. H 0.44
6. C -0.37

---

[3]
Here is a molecular structure, C30H28BHfN9O2S2 from the OMol25 dataset. Energies are from wB97M-V/def2-TZVPD.

Geometry (Å):
1 Hf -0.806593 -0.513496 -0.480542
2 N 0.520296 -4.271054 1.208272
3 C 0.241812 -4.211704 2.607143
4 C -0.134623 -5.359243 3.278109
5 C -0.436618 -5.290607 4.631295
6 C -0.394132 -4.073431 5.294525
7 C -0.041043 -2.918092 4.606795
8 C 0.301333 -2.995800 3.267072
9 S 0.885278 -1.575133 2.407042
10 N 0.407623 -1.975646 0.796345
11 C 0.419242 -3.213411 0.405773
12 C 0.385249 -3.423117 -1.072123
13 C 1.092935 -4.438459 -1.674053
14 C 1.140659 -4.479781 -3.062920
15 C 0.469430 -3.511244 -3.782901
16 C -0.222340 -2.526979 -3.096215
17 N -0.270022 -2.475322 -1.762420
18 H 0.446525 -5.183019 0.782349
19 H -0.185973 -6.307719 2.753546
20 H -0.710099 -6.192662 5.161632
21 H -0.633995 -4.019059 6.347856
22 H -0.007181 -1.962162 5.115885
23 H 1.634130 -5.164220 -1.081427
24 H 1.710848 -5.249018 -3.567209
25 H 0.484565 -3.500070 -4.863518
26 H -0.762269 -1.753492 -3.626928
27 B 0.205201 1.341560 -3.273865
28 N 1.286180 0.464872 -2.538368
29 C 2.579692 0.505315 -2.835666
30 C 3.319284 -0.000891 -1.772144
31 C 2.378334 -0.335936 -0.827022
32 N 1.132828 -0.054980 -1.282351
33 N -1.214743 0.651685 -3.283081
34 C -2.091106 0.811199 -4.265125
35 C -3.376172 0.516833 -3.804217
36 C -3.199980 0.180945 -2.486473
37 N -1.886328 0.255052 -2.153709
38 H 0.547941 1.463292 -4.419959
39 H 0.095693 2.382548 -2.671176
40 H 2.902479 0.920253 -3.777720
41 H 4.388872 -0.097920 -1.698389
42 H 2.529999 -0.770011 0.146963
43 H -1.758714 1.152266 -5.233334
44 H -4.300081 0.562442 -4.355414
45 H -3.937306 -0.094318 -1.750733
46 C -1.969003 3.119116 6.987859
47 C -1.902389 2.665133 5.557066
48 C -0.691841 2.267382 4.986718
49 C -0.628539 1.821082 3.680049
50 C -1.810279 1.789739 2.944857
51 C -3.034119 2.197571 3.470223
52 C -3.063187 2.632987 4.778630
53 S -1.815885 1.107878 1.375362
54 O -2.902370 1.566235 0.552281
55 O -0.467940 1.243288 0.711257
56 N -1.837814 -0.515287 1.447391
57 C -2.975598 -1.222438 0.991144
58 C -4.216835 -1.264598 1.601599
59 C -5.185920 -2.045234 1.000074
60 C -4.889448 -2.744939 -0.174727
61 C -3.635778 -2.624214 -0.721027
62 N -2.686239 -1.869347 -0.144649
63 H -0.976976 3.256465 7.413251
64 H -2.499038 2.380017 7.592264
65 H -2.516111 4.058213 7.073740
66 H 0.216145 2.322430 5.573830
67 H 0.312274 1.529181 3.233145
68 H -3.927239 2.200893 2.857447
69 H -3.999920 2.970788 5.204654
70 H -4.396180 -0.708103 2.511051
71 H -6.174072 -2.116278 1.437049
72 H -5.629334 -3.368434 -0.656068
73 H -3.361975 -3.127291 -1.640466

Cartesian forces (eV/Å) of the 6 atoms listed first:
0.533 -1.724 -0.128
0.078 -0.169 0.184
0.006 -0.087 -0.089
-0.025 -0.085 -0.007
-0.006 0.017 0.034
0.017 0.005 -0.021

Summary:
Net charge: +2
Maximum force in hartree/bohr: 0.0352
ΔE to the lowest compared entry with this formula, charge and spin in kJ/mol: 26.7
HOMO in eV: -13.37
M in g mol⁻¹: 800.05
Electronic energy in Ha: -2672.25151

Here are the Mulliken charges for atoms 1 to 6, given in e:
1. Hf 1.35
2. N -0.02
3. C 0.22
4. C -0.80
5. C -0.68
6. C -0.74

---

[4]
Here is a molecular structure, C2H5NO4 from the OMol25 dataset. Energies are from wB97M-V/def2-TZVPD.

Geometry (Å):
1 C 1.085489 0.781816 0.283645
2 C -1.445748 0.450958 -0.178725
3 N -0.707304 -1.745593 -0.895573
4 O -0.649278 -0.324169 -1.108693
5 O -0.638901 1.040330 0.655441
6 O 1.512408 0.390608 1.498359
7 O -2.652914 0.437825 -0.217458
8 H 1.139783 1.019511 2.144987
9 H -0.191094 -1.917178 -0.031075
10 H -0.155741 -2.113037 -1.668292
11 H 1.204375 1.826661 0.015628
12 H 1.498926 0.152267 -0.498245

Cartesian forces (eV/Å) of the 6 atoms listed first:
-1.000 1.468 1.381
-1.051 -2.111 -0.808
-0.597 0.182 0.275
-0.324 0.577 -0.051
1.937 -0.371 -1.131
-0.195 0.411 -0.105

Summary:
Net charge: 0
Maximum force in hartree/bohr: 0.0485
ΔE to the lowest compared entry with this formula, charge and spin in kJ/mol: 487.0
HOMO in eV: -9.48
M in g mol⁻¹: 107.06
Electronic energy in Ha: -434.80864

Here are the Mulliken charges for atoms 1 to 6, given in e:
1. C -0.04
2. C 0.73
3. N -0.45
4. O -0.28
5. O -0.46
6. O -0.44

---

[5]
Here is C4H8O2 in the gas phase from the OMol25 dataset. Energies are from wB97M-V/def2-TZVPD.

Geometry (Å):
1 C -2.072232 0.595925 -0.042017
2 O -1.041133 -0.141043 -0.661978
3 C -0.354055 -0.982170 0.162631
4 C 0.978288 -1.003242 0.181087
5 C 1.791092 0.100295 -0.434332
6 O 2.077543 1.059894 0.579897
7 H -2.720134 -0.045045 0.571156
8 H -1.651624 1.387418 0.591826
9 H -2.661003 1.048367 -0.841520
10 H -0.971785 -1.644126 0.775248
11 H 1.264985 1.120922 1.100657
12 H 1.490023 -1.738933 0.795988
13 H 1.240109 0.560842 -1.264460
14 H 2.758750 -0.247542 -0.810929

Cartesian forces (eV/Å) of the 6 atoms listed first:
-0.231 0.130 0.110
0.124 -0.051 -0.061
0.196 -0.147 0.045
-0.139 0.038 0.070
0.002 -0.248 -0.316
-0.141 0.156 0.145

Summary:
Net charge: 0
Maximum force in hartree/bohr: 0.0078
ΔE to the lowest compared entry with this formula, charge and spin in kJ/mol: 207.8
HOMO in eV: -9.29
M in g mol⁻¹: 88.11
SMILES: CO/C=C\CO
Electronic energy in Ha: -307.63328

Here are the Mulliken charges for atoms 1 to 6, given in e:
1. C -0.64
2. O -0.30
3. C -0.02
4. C -0.54
5. C -0.34
6. O -0.51

---

[6]
Here is 2 unconnected molecules or ions with the total composition C9H14 from the OMol25 dataset. Energies are from wB97M-V/def2-TZVPD.

Geometry (Å):
1 C -1.071396 -2.889267 0.860993
2 C -0.051069 -0.665615 0.432868
3 C -0.699986 -1.774060 -0.089292
4 C 0.295657 0.365033 -0.445205
5 C -0.080004 0.357687 -1.776170
6 C -1.024666 -1.862131 -1.440683
7 C -0.772078 -0.755527 -2.263597
8 H 0.151923 -0.568589 1.491602
9 H 0.866915 1.228471 -0.103670
10 H -0.386709 -2.929523 1.720400
11 H -0.973741 -3.890827 0.436803
12 H 0.125453 1.162754 -2.462354
13 H -1.515565 -2.755076 -1.793153
14 H -1.191485 -0.816587 -3.255877
15 H -2.077256 -2.691919 1.227878
16 C 1.983366 2.502783 1.903282
17 C 0.867012 3.559652 1.586912
18 H 1.413469 1.690420 2.353096
19 H 2.543318 2.218502 1.019832
20 H 2.707057 2.872407 2.625601
21 H -0.046725 2.976085 1.428245
22 H 0.587210 4.154248 2.455240
23 H 1.210916 4.242282 0.818055

Cartesian forces (eV/Å) of the 6 atoms listed first:
0.552 -0.043 0.309
0.021 0.693 -1.107
0.157 -0.937 0.626
0.355 0.682 0.335
-0.633 -1.112 -0.386
0.327 1.245 0.362

Summary:
Net charge: 0
Maximum force in hartree/bohr: 0.0305
ΔE to the lowest compared entry with this formula, charge and spin in kJ/mol: 47.3
HOMO in eV: -9.05
M in g mol⁻¹: 122.21
SMILES: Cc1ccccc1.CC
Electronic energy in Ha: -351.31218

Here are the Mulliken charges for atoms 1 to 6, given in e:
1. C -1.37
2. C -0.57
3. C 0.91
4. C 0.24
5. C -0.90
6. C -0.74